# 1
{"formula": "C36H44N8O4Pb", "method": "ωB97M-V/def2-TZVPD", "orbital_gap_ev": 7.298, "e_above_lowest_kcal_mol": 5.6, "lumo_ev": 0.26, "largest_force_ev_per_a": 0.5, "homo_ha": -0.2585, "elements": ["Pb", "O", "C", "N", "C", "O", "C", "C", "C", "C", "C", "N", "C", "C", "C", "C", "C", "N", "H", "H", "H", "H", "H", "H", "H", "H", "N", "C", "C", "C", "C", "C", "C", "C", "C", "N", "C", "H", "H", "H", "H", "H", "H", "H", "H", "C", "N", "C", "C", "O", "H", "H", "H", "H", "H", "H", "H", "N", "N", "H", "H", "H", "H", "C", "C", "C", "C", "C", "C", "C", "C", "C", "C", "C", "C", "O", "H", "H", "H", "H", "H", "H", "H", "H", "H", "H", "H", "H", "H", "H", "H", "H", "H"], "coordinates": [[0.2926, -0.4149, -0.0795], [-1.4293, 2.6323, -2.4533], [-0.4706, 2.2658, -1.7920], [0.3692, 1.2209, -2.0431], [0.6930, 0.8501, -3.3016], [0.5578, 1.4849, -4.3382], [1.3324, -0.5319, -3.3857], [1.6818, -1.0244, -4.6341], [2.2216, -2.2967, -4.7274], [2.3996, -3.0380, -3.5689], [2.0245, -2.4758, -2.3621], [1.5045, -1.2481, -2.2694], [-0.1699, 2.9728, -0.4799], [-0.5296, 4.3041, -0.3407], [-0.2315, 4.9517, 0.8438], [0.4133, 4.2476, 1.8504], [0.7307, 2.9184, 1.6287], [0.4446, 2.2870, 0.4880], [1.5155, -0.3954, -5.4971], [2.4901, -2.7112, -5.6919], [2.8095, -4.0390, -3.5934], [2.1042, -3.0344, -1.4370], [-1.0367, 4.8005, -1.1564], [-0.5000, 5.9918, 0.9845], [0.6675, 4.7179, 2.7906], [1.2499, 2.3375, 2.3829], [-3.0877, 1.8149, 0.6711], [-3.5153, 1.5686, 1.9433], [-4.5853, 2.2540, 2.4901], [-4.9818, 2.0726, 3.8234], [-4.3177, 1.1935, 4.6303], [-3.2479, 0.4381, 4.0991], [-2.5587, -0.5115, 4.8879], [-1.5841, -1.2790, 4.3270], [-1.2691, -1.0773, 2.9706], [-1.8233, -0.1590, 2.2148], [-2.8352, 0.5964, 2.7483], [-3.6612, 2.3879, 0.0781], [-2.6093, 1.0689, 0.1923], [-5.1220, 2.9518, 1.8545], [-5.8269, 2.6318, 4.2049], [-4.5948, 1.0559, 5.6696], [-2.8308, -0.6207, 5.9314], [-1.0538, -2.0286, 4.9008], [-0.5441, -1.7262, 2.4747], [-4.8086, -0.4586, -2.0444], [-3.6709, -0.3487, -2.9436], [-3.9300, -0.4509, -4.3659], [-2.4232, -0.2883, -2.4715], [-2.1275, -0.2891, -1.2751], [-5.3254, -1.4087, -2.2004], [-5.5082, 0.3588, -2.2290], [-4.4535, -0.4079, -1.0193], [-4.7392, 0.2240, -4.6453], [-4.2213, -1.4693, -4.6356], [-3.0380, -0.1733, -4.9263], [-1.6609, -0.2159, -3.2574], [3.1564, 0.5180, 2.3268], [1.9907, -0.2767, 2.1237], [3.7964, 0.0665, 2.9672], [3.6260, 0.6192, 1.4385], [1.3423, -0.0862, 2.8781], [2.1873, -1.2707, 2.1213], [-2.3399, -3.3279, -0.0534], [-1.4496, -4.1252, -1.0108], [-1.0612, -3.3091, -2.2476], [-0.2290, -4.7506, -0.3561], [-0.0308, -6.1111, -0.5908], [1.0470, -6.8096, -0.0773], [1.9367, -6.1233, 0.7340], [1.7796, -4.7697, 1.0120], [2.7562, -4.1485, 2.0022], [3.5779, -2.9957, 1.4099], [2.0291, -3.7704, 3.3020], [0.6995, -4.0306, 0.4392], [0.6183, -2.7164, 0.6307], [-3.2776, -3.0560, -0.5480], [-1.8634, -2.4107, 0.2781], [-2.5732, -3.9267, 0.8310], [-2.0567, -4.9607, -1.3685], [-0.4683, -2.4360, -1.9665], [-1.9566, -2.9656, -2.7786], [-0.4667, -3.9132, -2.9370], [-0.7611, -6.6370, -1.1986], [1.1793, -7.8654, -0.2835], [2.7683, -6.6552, 1.1866], [3.4712, -4.9305, 2.2635], [2.9303, -2.2321, 0.9796], [4.2277, -3.3672, 0.6141], [4.2175, -2.5362, 2.1715], [1.1320, -3.1927, 3.0832], [2.6789, -3.2040, 3.9790], [1.7126, -4.6756, 3.8243]]}

# 2
{"formula": "C36H45As2FeN3S4Si3", "method": "ωB97M-V/def2-TZVPD", "orbital_gap_ev": 4.387, "total_charge": -2, "e_above_lowest_kcal_mol": 39.9, "lumo_ev": 3.93, "largest_force_ev_per_a": 2.7, "homo_ha": -0.0169, "elements": ["Fe", "C", "C", "N", "C", "C", "C", "C", "C", "C", "C", "C", "C", "N", "C", "H", "H", "H", "H", "H", "H", "H", "H", "C", "C", "C", "C", "C", "C", "C", "C", "C", "C", "C", "C", "C", "C", "C", "N", "H", "H", "H", "H", "H", "H", "H", "H", "H", "H", "S", "As", "S", "S", "S", "C", "Si", "C", "C", "As", "Si", "C", "C", "C", "Si", "C", "C", "C", "H", "H", "H", "H", "H", "H", "H", "H", "H", "H", "H", "H", "H", "H", "H", "H", "H", "H", "H", "H", "H", "H", "H", "H", "H", "H", "H"], "coordinates": [[-1.5232, -0.4329, -1.7325], [-0.8309, 2.5053, 1.3562], [-0.6146, 1.6425, 0.2906], [-1.5329, 0.7375, -0.0896], [-2.6636, 0.6312, 0.6246], [-2.9243, 1.3906, 1.7974], [-1.9643, 2.3897, 2.1301], [-4.0959, 1.1572, 2.5176], [-5.0491, 0.2421, 2.0821], [-4.8773, -0.4415, 0.8783], [-5.8266, -1.3447, 0.3224], [-5.5654, -1.9193, -0.8951], [-4.3920, -1.6110, -1.5790], [-3.4687, -0.7869, -1.0803], [-3.6841, -0.2415, 0.1272], [-0.1008, 3.2749, 1.5662], [0.2837, 1.6790, -0.3084], [-2.1601, 3.0545, 2.9618], [-4.2638, 1.7184, 3.4280], [-5.9517, 0.0840, 2.6591], [-6.7344, -1.5625, 0.8679], [-6.2617, -2.6133, -1.3450], [-4.2035, -2.0420, -2.5515], [2.6504, -0.5740, -2.8214], [2.6933, 0.3452, -3.8540], [1.5517, 1.0484, -4.1781], [0.3625, 0.8384, -3.4753], [0.3200, -0.0599, -2.3882], [1.4789, -0.7592, -2.0953], [-0.8861, 1.4733, -3.8254], [-1.1100, 2.0998, -5.0472], [-2.3254, 2.6872, -5.3124], [-3.2949, 2.7380, -4.2872], [-4.4833, 3.4685, -4.4213], [-5.3591, 3.6083, -3.3611], [-5.0574, 3.0173, -2.1438], [-3.9099, 2.2590, -1.9995], [-3.0045, 2.0805, -3.0543], [-1.8591, 1.3670, -2.8741], [3.5171, -1.1807, -2.6060], [3.6133, 0.5056, -4.4059], [1.5761, 1.7426, -5.0085], [1.4848, -1.5231, -1.3218], [-0.3236, 2.1226, -5.7857], [-2.5329, 3.1470, -6.2679], [-4.6873, 3.9530, -5.3694], [-6.2597, 4.1993, -3.4742], [-5.7099, 3.1583, -1.2893], [-3.6782, 1.8265, -1.0430], [0.6967, -4.2861, -2.7516], [-1.1176, -3.3570, -2.1978], [-0.9108, -2.1509, -0.3666], [-1.7279, -1.7217, -3.5424], [-2.5821, -4.8762, -2.0705], [5.2001, 0.8740, 2.4079], [3.6415, 0.9190, 1.2669], [2.7950, 2.5872, 1.7003], [4.4100, 1.1274, -0.4775], [1.9457, -0.7385, 1.3113], [3.2327, -2.7441, 1.1540], [4.7457, -2.8102, 2.3585], [4.0493, -3.0360, -0.5530], [2.1392, -4.2799, 1.4888], [1.4658, -0.7682, 3.6327], [2.8213, -0.3442, 4.9459], [0.7380, -2.4479, 4.2085], [0.0826, 0.5049, 3.9826], [5.8496, 1.7292, 2.2362], [5.7842, -0.0214, 2.2263], [4.9234, 0.8783, 3.4558], [3.4972, 3.3872, 1.9227], [2.1463, 2.4585, 2.5634], [2.1702, 2.9112, 0.8735], [5.0165, 2.0254, -0.5698], [3.6333, 1.1698, -1.2351], [5.0470, 0.2811, -0.7180], [5.5867, -2.2705, 1.9313], [5.0746, -3.8295, 2.5362], [4.5190, -2.3622, 3.3205], [4.6430, -2.1790, -0.8646], [3.2966, -3.2251, -1.3125], [4.7075, -3.9007, -0.5288], [2.0499, -4.5104, 2.5469], [2.5167, -5.1641, 0.9834], [1.1419, -4.0977, 1.0958], [3.7089, -0.9578, 4.8237], [2.4584, -0.4920, 5.9599], [3.1234, 0.6953, 4.8582], [1.5068, -3.1246, 4.5700], [0.2279, -2.9265, 3.3788], [0.0090, -2.3191, 5.0051], [0.4231, 1.5230, 3.8213], [-0.2987, 0.4407, 4.9975], [-0.7476, 0.3319, 3.3051]]}

| no. | E_tot (eV) |
| --- | --- |
| 1 | -63406.79975 |
| 2 | -265578.11570 |